Record 1
Formula: C4H33N2O12
Source: OMol25
Level of theory: the ωB97M-V functional and the def2-TZVPD basis

Results
Relative energy (zero: lowest compared OMol25 entry of this formula, charge and spin) = 21.2 kcal/mol
DFT total energy = -32230.106 eV
Multiplicity = 1
Max |F| = 3.1 eV/Å
Total charge = +1
Orbital gap = 0.4068 Eh

Last columns: bonded neighbours and bond lengths (Å).
Geometry (Å):
1 O -0.24048 2.40892 1.07684  C2 1.226
2 C -0.89431 1.54966 1.65731  O1 1.226, N3 1.336, C4 1.560
3 N -2.22485 1.43541 1.63028  C2 1.336, H8 1.009, H9 0.973
4 C -0.08276 0.49988 2.47733  C2 1.560, N5 1.482, C7 1.543, H10 1.079
5 N 0.83537 -0.23839 1.57854  C4 1.482, C6 1.518, H11 1.039, H12 1.029
6 C 1.88710 -1.03906 2.32589  N5 1.518, H13 1.084, H14 1.076, H15 1.084
7 C 0.74889 1.39764 3.41660  C4 1.543, H16 1.083, H17 1.080, H18 1.092
8 H -2.73246 1.93895 0.91788  N3 1.009
9 H -2.61311 0.65687 2.06684  N3 0.973
10 H -0.76903 -0.06373 3.08946  C4 1.079
11 H 0.24841 -0.97703 1.14235  N5 1.039
12 H 1.19805 0.39465 0.85272  N5 1.029
13 H 1.37071 -1.50883 3.15530  C6 1.084
14 H 2.40712 -1.69884 1.65276  C6 1.076
15 H 2.54264 -0.22879 2.62396  C6 1.084
16 H 0.18374 2.05591 4.06498  C7 1.083
17 H 1.44991 0.79656 3.97616  C7 1.080
18 H 1.37139 2.07105 2.82427  C7 1.092
19 H -4.56610 -0.75701 1.16572  O21 0.962
20 H -3.75893 -1.22319 -0.05433  O21 1.009
21 O -3.66603 -0.99392 0.92360  H19 0.962, H20 1.009
22 H 0.20696 -2.87534 -1.25176  O24 0.955
23 H -0.92642 -3.49483 -1.97091  O24 0.957
24 O -0.59873 -3.35957 -1.08225  H22 0.955, H23 0.957
25 H -0.65090 1.44963 -2.61386  O27 0.975
26 H 0.03918 1.36384 -4.01571  O27 0.966
27 O -0.21555 0.84440 -3.24264  H25 0.975, H26 0.966
28 H -4.71367 -1.80770 -2.03229  O30 0.959
29 H -3.22468 -1.33216 -2.29189  O30 0.983
30 O -3.98831 -1.29334 -1.67349  H28 0.959, H29 0.983
31 H 1.13167 -1.24570 -2.64331  O33 0.963
32 H 2.17797 -1.08649 -1.62563  O33 0.980
33 O 1.82796 -1.77065 -2.23450  H31 0.963, H32 0.980
34 H 2.79339 1.31815 -0.29296  O36 0.973
35 H 1.86059 1.56095 -1.50801  O36 0.963
36 O 2.01848 0.96803 -0.76518  H34 0.973, H35 0.963
37 H -1.15998 3.91547 -1.88169  O39 0.962
38 H -0.64372 2.79303 -0.98216  O39 0.971
39 O -0.56686 3.15844 -1.87845  H37 0.962, H38 0.971
40 H -1.00604 -2.65477 0.41053  O42 0.991
41 H -1.88793 -2.24632 1.64306  O42 0.960
42 O -1.02348 -2.12113 1.24486  H40 0.991, H41 0.960
43 H -2.05756 -2.02632 -4.49147  O45 0.961
44 H -1.65241 -0.75648 -3.79684  O45 0.962
45 O -2.08504 -1.59982 -3.63022  H43 0.961, H44 0.962
46 H 3.67902 -1.48202 -0.72668  O48 0.961
47 H 3.96168 -2.02843 0.77178  O48 0.959
48 O 3.74766 -1.28076 0.21035  H46 0.961, H47 0.959
49 H 2.77121 3.88348 -0.37552  O51 0.964
50 H 4.17178 3.56256 0.19690  O51 0.969
51 O 3.31846 3.16713 -0.03451  H49 0.964, H50 0.969

=====

Record 2
Formula: C4H33N2O13
Source: OMol25
Level of theory: the ωB97M-V functional and the def2-TZVPD basis

Results
Relative energy (zero: lowest compared OMol25 entry of this formula, charge and spin) = 44.3 kcal/mol
DFT total energy = -34277.134 eV
Multiplicity = 1
Max |F| = 2.3 eV/Å
Total charge = +1
Orbital gap = 0.3925 Eh

Last columns: bonded neighbours and bond lengths (Å).
Geometry (Å):
1 N -1.10762 0.10241 -1.31242  C2 1.484, H9 1.049, H10 1.033, H11 1.001
2 C -0.75741 1.12717 -0.29741  N1 1.484, C3 1.495, H12 1.063, H13 1.084
3 C -0.87275 0.50016 1.05472  C2 1.495, N4 1.337, O8 1.240
4 N -0.28777 1.11399 2.08823  C3 1.337, C5 1.449, H14 1.024
5 C 0.56724 2.27679 1.96159  N4 1.449, C6 1.529, H15 1.088, H16 1.100
6 C 2.03246 1.93830 1.68532  C5 1.529, O7 1.415, H17 1.073, H18 1.073
7 O 2.70535 1.52245 2.85853  C6 1.415, H19 0.969
8 O -1.45498 -0.58402 1.20547  C3 1.240
9 H -0.25884 -0.36402 -1.71442  N1 1.049
10 H -1.72713 0.31667 -2.11023  N1 1.033
11 H -1.55884 -0.63852 -0.81255  N1 1.001
12 H 0.12928 1.64465 -0.57408  C2 1.063
13 H -1.59161 1.80799 -0.42549  C2 1.084
14 H -0.40022 0.59330 2.96280  N4 1.024
15 H 0.12872 3.06618 1.35417  C5 1.088
16 H 0.60378 2.73435 2.96136  C5 1.100
17 H 2.44039 2.78991 1.17652  C6 1.073
18 H 2.08933 1.06709 1.06126  C6 1.073
19 H 2.57503 2.16281 3.57368  O7 0.969
20 H 3.08430 -2.29052 0.41139  O22 0.963
21 H 2.65694 -3.61056 1.09583  O22 0.968
22 O 2.92204 -3.22543 0.24776  H20 0.963, H21 0.968
23 H -4.68127 -0.90819 0.92700  O25 0.970
24 H -3.15534 -0.46376 0.80635  O25 0.982
25 O -4.02036 -0.50405 0.34402  H23 0.970, H24 0.982
26 H 1.94421 -0.72443 -0.68185  O28 0.964
27 H 1.58810 -0.84076 -2.21786  O28 0.979
28 O 1.59078 -0.24648 -1.44031  H26 0.964, H27 0.979
29 H 0.91782 -2.07093 -4.20633  O31 0.978
30 H 1.48575 -2.72852 -2.89346  O31 0.993
31 O 0.80767 -2.08809 -3.23448  H29 0.978, H30 0.993
32 H 2.27690 2.61826 -1.82475  O34 0.974
33 H 3.17778 3.61171 -1.01585  O34 0.950
34 O 2.31624 3.21410 -1.05508  H32 0.974, H33 0.950
35 H -4.09687 2.42395 -1.01349  O37 0.958
36 H -3.75009 0.88652 -0.91701  O37 0.999
37 O -3.46409 1.76404 -1.29818  H35 0.958, H36 0.999
38 H -0.82148 -0.59270 5.16094  O40 0.966
39 H -0.13711 -1.79071 4.57473  O40 0.962
40 O -0.07569 -0.83061 4.59541  H38 0.966, H39 0.962
41 H 2.85171 -3.73340 -1.35936  O43 0.987
42 H 1.82817 -4.66608 -2.11722  O43 0.961
43 O 2.45570 -3.94861 -2.23731  H41 0.987, H42 0.961
44 H 2.67635 -0.84579 2.66585  O46 0.968
45 H 1.25990 -1.25405 2.44798  O46 0.960
46 O 2.14333 -1.44775 2.12721  H44 0.968, H45 0.960
47 H -3.50572 -1.42049 -1.09818  O49 0.970
48 H -2.93702 -2.30869 -2.17893  O49 0.958
49 O -3.08266 -1.38484 -1.97072  H47 0.970, H48 0.958
50 H -3.05625 1.54334 -2.99055  O52 0.975
51 H -2.25069 2.80112 -3.03281  O52 0.961
52 O -2.20347 1.88472 -3.31774  H50 0.975, H51 0.961

=====

Record 3
Formula: C4H33N2O13S
Source: OMol25
Level of theory: the ωB97M-V functional and the def2-TZVPD basis

Results
Relative energy (zero: lowest compared OMol25 entry of this formula, charge and spin) = 66.2 kcal/mol
DFT total energy = -45119.055 eV
Multiplicity = 1
Max |F| = 3.0 eV/Å
Total charge = -1
Orbital gap = 0.2140 Eh

Last columns: bonded neighbours and bond lengths (Å).
Geometry (Å):
1 O 0.94788 0.50512 2.62607  C2 1.267
2 C 0.47112 0.86732 1.50942  O1 1.267, N3 1.340, C6 1.499
3 N -0.72256 1.47128 1.58796  C2 1.340, C4 1.461, H9 1.012
4 C -1.51056 2.10837 0.53599  N3 1.461, N5 1.434, H10 1.106, H11 1.099
5 N -2.75423 1.41393 0.37259  C4 1.434, H12 1.003, H13 1.004
6 C 1.36627 0.96833 0.31093  C2 1.499, C7 1.503, H14 1.091, H15 1.099
7 C 1.16336 -0.14651 -0.67648  C6 1.503, S8 1.822, H16 1.083, H17 1.068
8 S -0.23726 0.10437 -1.81475  C7 1.822
9 H -1.26387 1.22558 2.40704  N3 1.012
10 H -1.03909 2.05169 -0.46283  C4 1.106
11 H -1.64910 3.16231 0.81322  C4 1.099
12 H -3.37345 1.50806 1.15536  N5 1.003
13 H -2.80250 0.60884 -0.22499  N5 1.004
14 H 1.34603 1.97897 -0.10078  C6 1.091
15 H 2.40723 0.90271 0.65721  C6 1.099
16 H 1.99921 -0.21054 -1.36207  C7 1.083
17 H 1.09343 -1.14176 -0.29592  C7 1.068
18 H 1.54194 -2.74482 4.70982  O20 0.961
19 H 2.14546 -1.30131 4.36506  O20 0.963
20 O 1.43352 -1.93100 4.21128  H18 0.961, H19 0.963
21 H -0.15255 2.70218 -4.94770  O23 0.985
22 H 0.01941 1.46716 -4.16101  O23 0.970
23 O 0.48878 1.96118 -4.85135  H21 0.985, H22 0.970
24 H -1.76933 2.35739 -3.24060  O26 0.976
25 H -0.69483 3.32522 -2.68185  O26 0.964
26 O -1.24724 3.15469 -3.45281  H24 0.976, H25 0.964
27 H 0.45964 -4.43263 -3.58751  O29 0.961
28 H -0.22355 -3.06752 -3.35730  O29 0.965
29 O 0.25005 -3.59616 -4.01118  H27 0.961, H28 0.965
30 H 1.60381 -1.64323 1.55558  O32 0.971
31 H 0.73071 -2.71773 1.97545  O32 0.963
32 O 1.44806 -2.57849 1.34757  H30 0.971, H31 0.963
33 H 3.68199 1.34413 2.77857  O35 0.966
34 H 2.56107 0.30142 2.76525  O35 0.999
35 O 3.55641 0.38651 2.77067  H33 0.966, H34 0.999
36 H -0.33003 -1.46698 3.81432  O38 0.976
37 H -1.52365 -2.30132 4.32392  O38 0.962
38 O -1.30453 -1.49286 3.85143  H36 0.976, H37 0.962
39 H 3.93920 -3.47670 -0.15209  O41 0.967
40 H 3.45452 -3.26891 1.19211  O41 0.976
41 O 4.26654 -3.58371 0.75105  H39 0.967, H40 0.976
42 H -2.24455 0.02963 4.02096  O44 0.984
43 H -3.67197 -0.41144 3.53145  O44 0.954
44 O -3.10705 0.34547 3.66877  H42 0.984, H43 0.954
45 H -1.58579 -2.38210 -1.46167  O47 0.968
46 H -2.67790 -2.29686 -2.56253  O47 0.959
47 O -2.49529 -2.10320 -1.64117  H45 0.968, H46 0.959
48 H 2.97524 2.80517 -3.28392  O50 0.957
49 H 1.49076 2.87718 -3.76249  O50 0.986
50 O 2.18063 3.33485 -3.22650  H48 0.957, H49 0.986
51 H -2.96293 0.60146 -2.40349  O53 0.968
52 H -4.28364 1.30731 -2.78651  O53 0.961
53 O -3.39482 1.11795 -3.09958  H51 0.968, H52 0.961

=====

Record 4
Formula: C4H34N2O11
Source: OMol25
Level of theory: the ωB97M-V functional and the def2-TZVPD basis

Results
Relative energy (zero: lowest compared OMol25 entry of this formula, charge and spin) = 75.1 kcal/mol
DFT total energy = -30188.362 eV
Multiplicity = 1
Max |F| = 2.3 eV/Å
Total charge = +2
Orbital gap = 0.3748 Eh

Last columns: bonded neighbours and bond lengths (Å).
Geometry (Å):
1 C -1.32681 -0.42821 -1.54523  C2 1.511, N6 1.531, H7 1.076, H8 1.082
2 C -1.06721 0.83646 -2.33029  C1 1.511, C3 1.539, H9 1.095, H10 1.098
3 C -1.59653 2.11808 -1.66338  C2 1.539, N5 1.454, H11 1.100, H12 1.095
4 C -0.87223 3.65583 -0.00048  N5 1.265, H13 1.094, H14 1.096
5 N -0.63723 2.62650 -0.69641  C3 1.454, C4 1.265, H15 1.046
6 N -0.32107 -1.50725 -1.95620  C1 1.531, H16 1.037, H17 1.020, H18 1.021
7 H -1.10960 -0.29380 -0.50008  C1 1.076
8 H -2.27827 -0.91754 -1.70850  C1 1.082
9 H 0.00293 0.99733 -2.49879  C2 1.095
10 H -1.31541 0.70965 -3.39261  C2 1.098
11 H -1.75857 2.87881 -2.44072  C3 1.100
12 H -2.60235 1.93330 -1.27206  C3 1.095
13 H -1.82388 4.19402 0.02469  C4 1.094
14 H -0.14627 4.31820 0.48380  C4 1.096
15 H 0.16904 1.99288 -0.49251  N5 1.046
16 H -0.79094 -2.43139 -1.95211  N6 1.037
17 H 0.49512 -1.54050 -1.34528  N6 1.020
18 H -0.03032 -1.39348 -2.92810  N6 1.021
19 H 4.98694 -0.83595 0.94484  O21 0.968
20 H 3.52880 -1.04130 1.17163  O21 0.970
21 O 4.14262 -0.75064 0.47922  H19 0.968, H20 0.970
22 H -3.58496 1.65574 0.74186  O24 0.961
23 H -3.89736 2.64763 1.87982  O24 0.964
24 O -3.48442 2.57284 1.01198  H22 0.961, H23 0.964
25 H -0.85934 -2.07209 0.96295  O27 0.976
26 H 0.51934 -2.27088 1.26386  O27 0.975
27 O -0.02288 -2.13583 0.46497  H25 0.976, H26 0.975
28 H 2.82322 2.25399 0.92392  O30 1.005
29 H 3.57907 2.41384 2.18175  O30 0.965
30 O 2.73558 2.03872 1.90139  H28 1.005, H29 0.965
31 H -1.24471 -0.20639 3.98537  O33 0.959
32 H -2.47027 0.54579 3.28929  O33 0.957
33 O -1.92121 -0.23768 3.30582  H31 0.959, H32 0.957
34 H 4.01145 2.36950 -1.23472  O36 0.958
35 H 3.99223 1.09152 -0.17945  O36 0.966
36 O 3.62830 1.93824 -0.46966  H34 0.958, H35 0.966
37 H 2.66894 -3.41153 1.38543  O39 0.963
38 H 2.92611 -3.01793 2.86912  O39 0.964
39 O 2.56590 -2.70476 2.03164  H37 0.963, H38 0.964
40 H -4.47530 -2.36280 1.71526  O42 0.965
41 H -3.62643 -1.12280 1.64255  O42 0.969
42 O -3.75297 -1.97727 1.20408  H40 0.965, H41 0.969
43 H 3.26392 -1.56630 -2.55634  O45 0.960
44 H 3.41612 -1.48238 -0.98687  O45 0.971
45 O 2.78631 -1.52988 -1.72468  H43 0.960, H44 0.971
46 H 1.48837 -0.00848 0.30484  O48 0.969
47 H 1.48931 1.18981 1.09907  O48 0.991
48 O 0.88424 0.73230 0.46088  H46 0.969, H47 0.991
49 H -3.31393 -3.70902 -1.98501  O51 0.964
50 H -2.97648 -3.57401 -0.50444  O51 0.964
51 O -2.79691 -3.18091 -1.36616  H49 0.964, H50 0.964

=====

What is the formula in the fourth record?
C4H34N2O11